This record from OMol25 describes an isolated molecule of C7H10 in a non-equilibrium geometry. The level of theory is the ωB97M-V functional and the def2-TZVPD basis.

CARTESIAN COORDINATES (ANGSTROEM)
C: -1.28 1.72 0.15
C: -0.29 0.80 -0.27
C: -1.63 0.44 -0.52
C: 0.94 0.37 -0.16
C: -2.47 -0.61 0.27
C: 1.20 -1.10 -0.05
C: 2.20 1.17 0.12
H: -1.84 0.15 -1.58
H: -2.10 -0.77 1.31
H: -2.81 -1.50 -0.34
H: -3.34 0.02 0.49
H: 2.18 -1.39 -0.09
H: 0.73 -1.63 -0.87
H: 0.88 -1.65 0.82
H: 2.50 0.85 1.12
H: 2.05 2.23 0.15
H: 3.09 0.91 -0.54

## Properties
* relative energy (zero: lowest compared OMol25 entry of this formula, charge and spin): 565.8 kJ/mol
* LUMO: -0.7 eV
* frontier orbital gap: 7.79 eV
* electronic energy: -272.50251 a.u.

natural (NBO) population analysis, charges in e, atoms 1 to 2: number 1, C, carries 0.1055; number 2, C, carries -0.2491